The following is a DFT calculation (ωB97M-V/def2-TZVPD) of a single C7H6N2S molecule.

Geometry as XYZ:
```
16
Properties=species:S:1:pos:R:3:forces:R:3
N -3.16453 1.87434 -0.42601 -0.77 0.80 -0.56
C -2.48268 0.98223 -0.19413 0.59 1.07 0.36
N -1.73029 0.01868 0.24989 -2.83 -4.55 -0.03
S -2.67485 -1.62185 -0.00976 -0.69 3.15 -0.13
C -0.38821 -0.12016 0.20524 2.76 3.08 -0.24
C 0.33914 1.10228 0.29253 -0.98 0.09 -0.16
C 1.71657 1.13693 0.18142 -2.80 2.66 -0.33
C 2.37718 0.01449 -0.02893 2.89 -2.53 0.72
C 1.74019 -1.18063 0.11342 -0.35 -0.49 -1.42
C 0.34924 -1.24968 0.03840 0.64 -2.29 0.27
H -3.76214 -0.74631 -0.33081 1.06 -1.74 0.38
H -0.23943 2.04811 0.25918 0.48 -0.68 0.40
H 2.11204 2.11398 0.11196 0.85 0.75 -0.01
H 3.43736 -0.07808 -0.22521 0.15 0.59 0.18
H 2.37726 -2.04651 0.00796 -0.43 -0.41 -0.01
H -0.00686 -2.24780 -0.24516 -0.57 0.50 0.58
```
Positions in Å, forces in eV/Å.

The calculation puts the gap between HOMO and LUMO at 8.16 eV. The calculation puts the HOMO energy at -0.321 Ha. The value obtained for the calculated total energy is -21168.9931 eV. As for the energy above the lowest of the compared OMol25 structures with the same formula, charge and spin: 135.3 kJ/mol. The value obtained for the LUMO energy is -0.569 eV.


The following is a DFT calculation (ωB97M-V/def2-TZVPD) of a single C3H5BS2 molecule.

Geometry as XYZ:
```
11
Properties=species:S:1:pos:R:3:forces:R:3
B 0.71559 0.25305 0.08842 -0.99 -1.01 0.67
C -2.22328 -0.52367 0.04677 1.53 -2.22 0.74
C -2.73405 0.59542 -0.14124 -0.58 1.32 -0.33
C 2.18330 -0.25271 -0.03644 3.40 -0.59 -1.02
S -0.57623 -1.10800 0.41085 0.88 0.46 -0.46
S 0.30024 1.94951 0.03963 -0.44 -0.03 -0.19
H -2.93990 -1.30774 0.10965 -0.27 -1.27 -0.10
H -2.75958 1.60409 -0.02308 -0.08 2.57 -0.10
H 2.38565 -0.55433 -1.12571 -0.57 0.58 1.14
H 2.62738 -1.16596 0.47101 -1.37 0.84 -0.08
H 3.02086 0.51034 0.16014 -1.51 -0.66 -0.26
```
Positions in Å, forces in eV/Å.

The calculation puts the gap between HOMO and LUMO (spin up / spin down) at 6.04 / 8.58 eV. The calculation puts the HOMO energy (spin up / spin down) at -0.315 / -0.333 Ha. The value obtained for the calculated total energy is -25535.7417 eV. As for the energy above the lowest of the compared OMol25 structures with the same formula, charge and spin: 396.9 kJ/mol. The value obtained for the LUMO energy (spin up / spin down) is -2.531 / -0.475 eV.